Record 1
Here is a structure of composition C12H24AuF3N3O4STa in a non-equilibrium geometry from OMol25. Energies are from ωB97M-V with the def2-TZVPD basis set.

The HOMO energy comes out at -15.17 eV. The multiplicity is 1. The lowest unoccupied orbital energy is -10.27 eV. The charge is +2.

Each line ends with the Löwdin charge.
Element x y z (Å)
N1 -1.81183 -0.64730 0.85610  -0.038
C1 -2.87124 -1.21739 1.01970  -0.352
O1 -3.90791 -1.74536 1.20517  0.232
Au1 -2.63274 3.11200 1.79706  0.885
Ta1 0.06203 -0.00839 0.87818  1.826
N2 0.20968 1.57770 -0.24692  -0.283
N3 0.69488 -1.59049 -0.12363  -0.253
C2 -0.45049 2.34625 -1.29553  -0.661
C3 0.08540 -2.56257 -1.06230  -0.636
C4 -0.24725 3.85201 -1.07898  -0.024
C5 0.09352 1.93090 -2.66934  -0.008
C6 -1.93613 2.02685 -1.26665  -0.035
C7 -0.57920 -3.66136 -0.23036  -0.016
C8 1.12651 -3.18609 -1.99444  -0.034
C9 -0.97963 -1.86430 -1.90005  -0.045
H1 -0.60033 4.13161 -0.07749  0.071
H2 -0.84376 4.40010 -1.82238  0.110
H3 0.80268 4.14382 -1.19925  0.099
H4 1.17010 2.11756 -2.75646  0.093
H5 -0.43448 2.50446 -3.44531  0.112
H6 -0.09285 0.86221 -2.84573  0.070
H7 -2.13310 0.96138 -1.44972  0.081
H8 -2.43624 2.63181 -2.03688  0.117
H9 -2.38895 2.29664 -0.28723  0.028
H10 0.15223 -4.15725 0.41921  0.095
H11 -1.02760 -4.40606 -0.90347  0.112
H12 -1.37464 -3.24657 0.39890  0.066
H13 1.84652 -3.82026 -1.46438  0.093
H14 1.67175 -2.41826 -2.55389  0.097
H15 0.61596 -3.82563 -2.72658  0.106
H16 -1.42037 -2.59936 -2.58912  0.112
H17 -0.54058 -1.04666 -2.48528  0.067
H18 -1.78727 -1.47207 -1.27793  0.042
C10 1.62256 1.92434 0.02579  -0.107
H19 2.09404 1.20079 0.73240  0.072
H20 2.22306 1.90879 -0.89871  0.112
H21 1.71792 2.92045 0.49124  0.108
C11 2.04670 -1.91914 0.35461  -0.119
H22 2.33115 -1.29383 1.21674  0.067
H23 2.10275 -2.96930 0.68084  0.109
H24 2.79482 -1.74878 -0.43465  0.105
F1 0.90249 1.62575 5.70195  0.164
C12 1.32526 0.84551 4.68271  -0.568
F2 2.19423 1.55463 3.92061  0.136
F3 1.95433 -0.23074 5.20301  0.170
S1 -0.15036 0.28634 3.64553  0.655
O2 -1.24686 0.04352 4.52096  -0.173
O3 -0.32672 1.30952 2.54724  -0.469
O4 0.38001 -0.87775 2.82469  -0.392

Record 2
Here is a structure of composition C12H24BaN2O8 in a non-equilibrium geometry from OMol25. Energies are from ωB97M-V with the def2-TZVPD basis set.

The HOMO energy comes out at -8.14 eV. The multiplicity is 1. The lowest unoccupied orbital energy is 0.45 eV.

Each line ends with the Löwdin charge.
Element x y z (Å)
Ba1 -0.00806 -0.19794 -1.20071  1.892
O1 1.14918 1.90284 -1.67795  -0.711
H1 0.82199 2.78104 -1.91097  -0.096
O2 -1.76222 -1.12335 -2.87280  -0.678
H2 -2.03494 -1.59614 -3.65630  -0.098
C1 4.17165 1.74619 0.48860  -0.048
C2 3.38671 0.51631 0.18762  -0.222
O3 2.86641 -0.03606 1.44583  0.055
C3 2.22132 -1.16144 1.44301  -0.687
O4 1.72890 -1.68355 0.44168  -0.068
O5 2.10548 -1.68547 2.60488  0.051
C4 1.44817 -2.95729 2.64127  -0.006
H3 4.38696 2.23336 -0.44905  0.081
H4 5.16729 1.59145 0.94336  0.089
H5 3.53924 2.39270 1.07172  0.079
H6 3.95377 -0.28736 -0.25946  0.110
H7 2.57741 0.77688 -0.43593  0.005
H8 2.00173 -3.75153 2.17353  0.104
H9 0.45149 -2.89581 2.28334  0.083
H10 1.38995 -3.14682 3.67657  0.085
C5 -4.84346 -0.87723 1.23337  -0.050
C6 -3.30631 -1.01283 1.25380  -0.161
O6 -2.81417 0.03110 2.16010  0.044
C7 -1.52969 0.23067 2.28309  -0.638
O7 -0.72179 -0.32670 1.56651  -0.030
O8 -1.29868 1.07118 3.26083  0.052
C8 0.05744 1.57353 3.34258  0.014
H11 -5.25165 -1.42155 0.40133  0.062
H12 -5.23929 0.11370 1.12956  0.074
H13 -5.25235 -1.32548 2.17639  0.093
H14 -2.91279 -0.80951 0.23625  0.074
H15 -2.87257 -1.97214 1.53680  0.131
H16 0.58720 0.98035 4.04422  0.088
H17 -0.02542 2.58948 3.75868  0.111
H18 0.60677 1.52596 2.45191  0.071
C9 2.72188 0.74336 -4.93003  -0.038
C10 2.91590 0.12930 -3.59908  -0.232
N1 2.97506 -0.41997 -2.56927  0.135
H19 2.09375 0.06251 -5.49092  0.086
H20 3.68123 0.89587 -5.40624  0.079
H21 2.25458 1.69760 -4.73213  0.080
C11 -3.85918 0.25915 -2.12127  -0.096
C12 -2.98177 1.10873 -1.30564  -0.303
N2 -2.30523 1.70411 -0.58713  0.127
H22 -4.11593 -0.70176 -1.66005  0.074
H23 -3.34129 -0.07080 -3.03096  0.050
H24 -4.78464 0.80335 -2.34094  0.087

Record 3
Here is a cluster of 6 separate species, C12H24Br12 in total in a non-equilibrium geometry from OMol25. Energies are from ωB97M-V with the def2-TZVPD basis set.

The HOMO energy (alpha / beta) comes out at -12.01 / -12.01 eV. The expectation value of S² is 0.7561. The multiplicity is 2. The lowest unoccupied orbital energy (alpha / beta) is -3.66 / -9.38 eV. The calculation puts the energy above the lowest of the compared OMol25 structures with the same formula, charge and spin at 75.27 kJ/mol. The charge is +1.

Each line ends with the Löwdin charge.
Element x y z (Å)
Br1 -18.93112 -15.31442 -15.21642  0.596
C1 -17.99875 -16.67243 -16.34740  -0.661
C2 -16.76330 -17.28478 -15.62098  -0.669
Br2 -16.04368 -18.82636 -16.61201  0.622
H1 -17.83907 -16.25077 -17.33977  -0.005
H2 -18.66598 -17.53180 -16.41363  0.045
H3 -16.87128 -17.65739 -14.60235  0.055
H4 -16.02560 -16.50740 -15.42204  0.047
Br3 -11.78904 -23.36009 -23.09006  0.578
C3 -13.05751 -21.80963 -22.80465  -0.622
C4 -12.74646 -21.13959 -21.44268  -0.686
Br4 -11.24220 -19.87257 -21.57516  0.574
H5 -14.02937 -22.25561 -22.59328  0.054
H6 -13.08921 -21.13261 -23.65831  0.055
H7 -12.46124 -22.01896 -20.86522  0.031
H8 -13.54978 -20.61474 -20.92566  0.025
Br5 -17.32602 -14.97745 -22.49837  0.709
C5 -18.88818 -16.00100 -23.09372  -0.690
C6 -19.64338 -15.52209 -24.31581  -0.674
Br6 -20.75958 -17.01156 -24.88850  0.676
H9 -19.57884 -16.04222 -22.25146  0.060
H10 -18.57298 -17.02866 -23.27446  0.016
H11 -18.91337 -15.25902 -25.08130  0.059
H12 -20.24576 -14.61956 -24.21249  0.066
Br7 -15.76210 -18.47834 -22.28549  0.618
C7 -14.91835 -17.86757 -20.54026  -0.602
C8 -15.23083 -16.41734 -20.12020  -0.605
Br8 -14.10509 -15.92350 -18.49970  0.802
H13 -13.83231 -17.94511 -20.59150  0.035
H14 -15.31265 -18.50812 -19.75139  0.027
H15 -16.28269 -16.26635 -19.87751  0.013
H16 -15.05069 -15.60129 -20.82000  0.005
Br9 -13.99483 -11.63073 -21.99784  0.638
C9 -13.43729 -12.84712 -20.52834  -0.670
C10 -12.13671 -12.30028 -19.90502  -0.696
Br10 -12.45214 -10.61661 -18.99884  0.641
H17 -13.41567 -13.80607 -21.04608  0.037
H18 -14.22169 -12.86995 -19.77183  -0.010
H19 -11.37674 -12.14620 -20.67106  0.056
H20 -11.57529 -12.97351 -19.25720  0.059
Br11 -16.76983 -13.74438 -18.42569  0.854
C11 -17.25503 -12.70183 -20.12066  -0.606
C12 -17.25731 -11.24361 -19.80341  -0.703
Br12 -18.13829 -10.24408 -21.25490  0.701
H21 -18.25341 -13.00247 -20.43838  0.045
H22 -16.44595 -12.76569 -20.84827  -0.009
H23 -16.22612 -10.91163 -19.68286  0.046
H24 -17.63437 -11.00866 -18.80805  0.063

Record 4
Here is a structure of composition C12H24Cl12O6 in a non-equilibrium geometry from OMol25. Energies are from ωB97M-V with the def2-TZVPD basis set.

The HOMO energy comes out at -10.53 eV. The multiplicity is 1. The lowest unoccupied orbital energy is 0.28 eV. The calculation puts the energy above the lowest of the compared OMol25 structures with the same formula, charge and spin at 0.00 kJ/mol.

Each line ends with the Löwdin charge.
Element x y z (Å)
C1 27.20535 25.89989 -20.96193  -0.098
O1 27.11791 25.38079 -22.25200  -0.028
C2 25.93599 25.13431 -22.82139  -0.538
O2 24.80842 25.23226 -22.31865  0.074
O3 26.22215 24.71748 -24.07024  -0.047
C3 25.17948 24.35279 -24.98778  -0.036
H1 26.55739 25.44032 -20.21557  0.021
H2 26.96006 26.96057 -20.90823  0.056
H3 28.25297 25.91254 -20.66122  0.068
H4 24.49068 25.19726 -25.01054  0.079
H5 24.58741 23.51434 -24.62095  0.097
H6 25.52980 24.20492 -26.00930  0.071
C4 26.27673 21.51038 -27.87120  -0.011
O4 25.52044 21.99081 -29.00621  0.049
C5 24.44570 22.66040 -28.81319  -0.535
O5 24.05202 23.20303 -27.72214  0.030
O6 23.68651 22.66968 -29.94953  0.000
C6 22.35929 23.21068 -29.89449  -0.037
H7 25.76760 20.76664 -27.25823  0.103
H8 26.50342 22.32969 -27.18896  0.066
H9 27.23913 21.03542 -28.06172  0.093
H10 22.08877 23.78050 -30.78344  0.091
H11 22.16241 23.84003 -29.02658  0.072
H12 21.65089 22.38702 -29.98308  0.095
C7 21.57741 25.52995 -26.40547  -1.063
Cl1 21.39597 24.46563 -25.01527  0.511
Cl2 20.93159 27.03103 -25.85705  0.535
H13 22.62849 25.69660 -26.64119  0.021
H14 20.95315 25.16952 -27.22307  0.023
C8 30.48776 23.96129 -21.97480  -1.048
Cl3 29.23429 22.78674 -21.54653  0.529
Cl4 31.04718 24.96160 -20.64058  0.544
H15 31.25919 23.47532 -22.57215  0.034
H16 30.01001 24.63596 -22.68521  -0.011
C9 23.39372 27.70155 -20.33148  -1.048
Cl5 24.89372 28.02730 -19.49598  0.567
Cl6 22.65556 29.27249 -20.75539  0.491
H17 23.52777 27.16557 -21.27108  0.008
H18 22.73735 27.21260 -19.61161  -0.056
C10 24.71332 24.81365 -17.90664  -0.912
Cl7 23.01376 25.35348 -17.81027  0.555
Cl8 25.03032 23.64312 -19.29158  0.519
H19 25.36181 25.68340 -18.01203  -0.011
H20 24.97623 24.35229 -16.95473  0.027
C11 21.45962 24.05018 -20.96365  -0.992
Cl9 20.19018 22.81245 -21.24322  0.480
Cl10 20.75703 25.67878 -21.17587  0.515
H21 21.85780 23.85650 -19.96764  -0.021
H22 22.25971 23.96394 -21.69884  0.011
C12 29.27826 24.12064 -25.69868  -0.972
Cl11 29.10845 25.88093 -25.47239  0.532
Cl12 29.59661 23.62432 -27.41712  0.480
H23 30.03419 23.62583 -25.08889  0.021
H24 28.27765 23.76923 -25.44689  -0.004

Record 5
Here is a structure of composition C12H24Cl2GaN2S in a non-equilibrium geometry from OMol25. Energies are from ωB97M-V with the def2-TZVPD basis set.

The HOMO energy (alpha / beta) comes out at -3.83 / -2.56 eV. The multiplicity is 1. The lowest unoccupied orbital energy (alpha / beta) is 2.58 / 2.58 eV. The calculation puts the energy above the lowest of the compared OMol25 structures with the same formula, charge and spin at 85.22 kJ/mol. The charge is -1.

Each line ends with the Löwdin charge.
Element x y z (Å)
Ga1 3.05042 0.45844 -1.65541  -0.295
Cl1 2.29577 -1.53915 -1.13928  0.074
Cl2 2.40107 1.70054 0.04081  0.023
C1 4.96285 0.23261 -1.59022  -0.274
H1 5.79197 0.84865 -1.14592  -0.068
H2 5.49004 -0.55948 -2.16147  -0.083
C2 -0.82989 1.15820 -1.54572  -0.129
C3 0.20063 1.06039 -2.34823  -0.224
H3 -0.86820 1.96548 -0.79039  0.107
C4 0.32659 -0.04411 -3.36916  -0.268
H4 1.00505 1.78109 -2.31467  0.020
C5 -1.05785 -0.36267 -3.93120  -0.214
H5 1.08157 0.21458 -4.12424  0.096
H6 0.68654 -0.98595 -2.90112  0.031
C6 -2.05666 -0.68408 -2.80321  -0.195
H7 -1.36960 0.51725 -4.50796  0.106
H8 -0.99532 -1.21485 -4.61275  0.099
C7 -2.03966 0.28736 -1.60962  -0.197
H9 -3.07379 -0.71060 -3.20420  0.095
H10 -1.83380 -1.69681 -2.44665  0.108
H11 -2.93231 0.93831 -1.62268  0.104
H12 -2.13951 -0.30377 -0.69778  0.083
C8 1.50360 -1.59320 3.46258  -0.112
N1 0.61524 -0.66074 4.15256  -0.221
C9 1.29435 0.51446 4.71491  -0.061
C10 -0.66106 -0.52115 3.67610  -0.788
S1 -1.18611 -1.30608 2.28284  0.664
N2 -1.46638 0.32585 4.42090  -0.247
C11 -1.52491 0.10698 5.87072  -0.067
C12 -2.76334 0.67274 3.84304  -0.132
H13 2.40413 -1.71369 4.07758  0.084
H14 1.78807 -1.24110 2.45220  0.088
H15 0.98588 -2.55578 3.35662  0.062
H16 0.53626 1.24311 5.00692  0.073
H17 1.88189 0.20445 5.59562  0.088
H18 1.98604 0.96266 3.97907  0.101
H19 -2.11359 0.93194 6.30126  0.086
H20 -2.02351 -0.84645 6.11594  0.096
H21 -0.51818 0.12441 6.29509  0.066
H22 -2.61072 1.08120 2.83378  0.074
H23 -3.42518 -0.20850 3.76040  0.072
H24 -3.22828 1.42475 4.49326  0.077